{
  "formula": "C28H36Br3F5IN2O6",
  "method": "ωB97M-V/def2-TZVPD",
  "orbital_gap_ev": 4.681,
  "homo_ev": -3.00,
  "charge": -1,
  "multiplicity": 1,
  "e_lumo_ha": 0.062,
  "symbols": ["C", "C", "N", "C", "C", "C", "O", "C", "C", "C", "C", "C", "C", "O", "C", "O", "Br", "C", "C", "C", "O", "F", "C", "C", "C", "C", "O", "C", "C", "C", "C", "F", "Br", "C", "F", "F", "Br", "N", "C", "O", "C", "F", "C", "C", "H", "H", "H", "H", "H", "H", "H", "H", "H", "H", "H", "H", "H", "H", "H", "H", "H", "H", "H", "H", "H", "H", "H", "H", "H", "H", "H", "H", "H", "H", "H", "H", "H", "H", "H", "H", "I"],
  "xyz": [[2.630, 0.058, 3.451], [2.977, -1.425, 3.178], [1.972, -2.240, 2.502], [1.742, -2.002, 1.084], [3.192, -2.016, 0.290], [3.560, -0.625, -0.281], [3.801, 0.367, 0.380], [3.699, -0.452, -1.807], [4.178, -1.478, -2.645], [4.283, -1.350, -4.032], [3.904, -0.152, -4.653], [3.463, 0.909, -3.841], [3.367, 0.759, -2.453], [1.147, -0.783, 0.663], [-0.153, -0.461, 0.846], [-1.077, -1.286, 0.187], [-0.846, -0.516, 2.756], [-0.448, 1.024, 0.226], [0.236, 0.969, -1.144], [0.012, 2.027, -2.224], [-0.826, 1.950, -3.067], [0.861, 3.108, -2.380], [0.158, 1.992, 1.320], [0.689, 3.381, 0.878], [-0.357, 4.263, 0.093], [2.134, 3.401, 0.272], [-1.861, 1.124, 0.370], [-2.690, 1.335, -0.710], [-4.124, 1.562, -0.103], [-4.749, 0.259, 0.475], [-6.261, 0.078, 0.241], [-6.537, -1.260, 0.484], [-6.850, 0.411, -1.592], [-7.173, 0.881, 1.254], [-6.709, 0.857, 2.510], [-8.377, 0.250, 1.293], [-7.483, 2.702, 0.615], [-2.803, 0.239, -1.709], [-3.536, 0.477, -2.652], [-4.137, 0.867, -3.586], [1.025, -3.362, 0.586], [0.583, -3.278, -0.765], [-0.080, -3.922, 1.524], [-1.400, -4.324, 0.770], [3.389, 0.417, 4.181], [2.808, 0.646, 2.536], [1.655, 0.226, 3.928], [4.001, -1.434, 2.746], [3.114, -1.880, 4.184], [2.300, -3.201, 2.565], [3.180, -2.758, -0.651], [3.987, -2.442, 0.932], [4.463, -2.442, -2.206], [4.639, -2.189, -4.642], [3.940, -0.021, -5.741], [3.167, 1.868, -4.280], [3.000, 1.605, -1.864], [-1.833, -1.441, 0.761], [0.032, -0.005, -1.631], [1.328, 0.956, -0.981], [0.995, 1.458, 1.792], [-0.649, 2.219, 2.038], [0.804, 3.941, 1.832], [-0.773, 5.043, 0.764], [0.080, 4.799, -0.760], [-1.210, 3.614, -0.167], [2.539, 2.410, 0.017], [2.841, 3.824, 1.015], [2.176, 4.111, -0.574], [-2.488, 2.276, -1.267], [-3.943, 2.227, 0.767], [-4.778, 2.133, -0.780], [-4.260, -0.669, 0.140], [-4.615, 0.286, 1.575], [1.844, -4.096, 0.589], [-0.323, -3.299, 2.396], [0.288, -4.886, 1.936], [-2.149, -3.520, 0.754], [-1.201, -4.775, -0.212], [-1.844, -5.135, 1.389], [2.361, -4.190, -1.685]],
  "forces_ev_per_a": [[0.87, -0.10, 0.10], [0.40, 0.52, 1.50], [-0.09, 1.02, -0.09], [2.33, -2.94, -2.12], [-0.40, 0.91, -1.00], [0.71, -0.17, -0.55], [-0.28, -0.11, 0.37], [-0.09, -0.31, -0.92], [0.11, -0.44, 0.57], [-0.11, 0.57, -0.30], [-0.04, 0.15, 0.63], [-0.04, -0.21, 0.13], [0.00, -0.07, 0.24], [-0.77, 0.26, 0.99], [-2.07, 0.34, -1.09], [1.24, -0.45, 0.01], [0.21, 0.09, 0.17], [1.34, -0.56, 2.80], [1.07, 0.31, -0.60], [-1.07, 0.16, -1.36], [0.24, -0.02, 0.50], [0.03, -1.12, 0.99], [0.16, 0.94, -1.29], [0.39, 1.03, 0.39], [-0.04, -0.40, 0.83], [-0.03, 0.56, 0.35], [0.16, -0.01, -1.12], [-2.39, 0.87, -0.36], [0.92, 0.08, 1.22], [-0.29, 0.52, 0.26], [0.41, -0.57, 0.49], [0.04, 0.63, 0.14], [0.22, -0.33, 0.26], [-0.87, -0.68, -0.86], [0.22, 0.22, -0.48], [0.43, 0.47, -0.02], [0.18, -0.06, 0.76], [-0.36, -0.12, -0.05], [0.57, 1.34, -0.75], [0.33, -1.11, 0.83], [-0.88, 1.48, 1.48], [-3.75, 2.51, 4.21], [-0.82, -0.83, -0.82], [0.25, -0.68, 1.25], [-0.33, -0.15, -0.38], [-0.46, -0.12, 0.35], [0.19, -0.17, -0.48], [-0.59, -0.08, -0.25], [-0.21, 0.01, -0.57], [-0.36, 0.09, -0.05], [-0.21, 1.91, 2.39], [-0.40, 0.61, -0.06], [-0.15, 0.46, -0.22], [-0.17, 0.29, 0.40], [0.05, -0.15, 0.46], [0.11, -0.40, 0.10], [0.30, -0.27, -0.21], [0.09, 0.10, -0.05], [-0.26, 0.60, 0.11], [-0.65, 0.01, 0.35], [-0.40, 0.26, 0.05], [0.40, -0.59, -0.22], [-0.04, -0.51, -0.34], [0.17, -0.43, -0.27], [-0.27, -0.48, 0.09], [0.26, 0.51, -0.43], [-0.23, 0.42, -0.09], [-0.36, -0.37, -0.24], [0.06, -0.66, 0.16], [0.48, -0.56, 0.31], [-0.18, -0.13, -0.54], [0.29, -0.56, -0.06], [-0.22, 0.50, -0.27], [-0.09, -0.16, -0.52], [-0.33, 0.36, -0.12], [0.24, 0.06, -0.48], [0.05, 0.57, -0.14], [0.36, -0.24, -0.42], [-0.12, 0.54, 0.21], [0.03, 0.43, -0.36], [4.50, -5.36, -5.86]],
  "mulliken_charge": [-0.73, -0.51, -0.16, 1.10, -0.17, 0.84, -0.66, 0.26, -0.34, -0.97, -0.38, -0.66, 0.32, 1.11, -2.19, -0.26, -0.12, 1.96, 0.86, -0.41, -0.52, -0.26, -0.99, 0.50, -1.30, -1.38, -0.14, 0.32, -1.38, -0.42, 0.12, -0.36, -0.07, 0.61, -0.21, -0.23, -0.12, -0.38, 0.61, -0.53, -1.89, -0.42, -0.81, -1.10, 0.53, 0.00, 0.09, 0.27, 0.49, 0.44, -0.94, 0.49, 0.66, 0.37, 0.36, 0.41, 0.08, 0.43, 1.21, -1.30, -0.49, 0.57, 0.88, 0.32, 0.32, 0.18, 0.27, 0.33, 0.31, 0.39, 0.39, 0.79, 0.20, 0.42, 1.30, 0.22, 0.52, 0.11, 0.28, 0.41, -0.82]
}

{
  "formula": "C23H23F2NO4PSScSe2",
  "method": "ωB97M-V/def2-TZVPD",
  "orbital_gap_ev": 8.972,
  "homo_ev": -8.67,
  "charge": 0,
  "multiplicity": 1,
  "e_lumo_ha": 0.011,
  "symbols": ["Sc", "Se", "P", "Se", "C", "C", "C", "C", "C", "C", "C", "C", "C", "C", "C", "C", "H", "H", "H", "H", "H", "H", "H", "H", "H", "H", "F", "C", "F", "H", "C", "C", "C", "C", "C", "C", "C", "S", "O", "O", "N", "C", "C", "C", "O", "O", "H", "H", "H", "H", "H", "H", "H", "H", "H", "H", "H", "H"],
  "xyz": [[1.387, -0.377, -1.675], [2.146, 2.190, -2.140], [0.196, 2.409, -1.200], [-0.970, 0.546, -1.060], [0.363, 3.144, 0.462], [-0.077, 2.518, 1.617], [0.049, 3.174, 2.829], [0.610, 4.439, 2.877], [1.063, 5.056, 1.720], [0.945, 4.407, 0.506], [-0.819, 3.619, -2.108], [-2.087, 3.893, -1.607], [-2.917, 4.749, -2.306], [-2.484, 5.319, -3.494], [-1.216, 5.051, -3.979], [-0.377, 4.197, -3.286], [-0.522, 1.531, 1.573], [-0.296, 2.697, 3.733], [0.703, 4.952, 3.822], [1.502, 6.041, 1.766], [1.302, 4.856, -0.411], [-2.413, 3.412, -0.694], [-3.908, 4.964, -1.935], [-3.143, 5.964, -4.053], [-0.886, 5.498, -4.905], [0.614, 3.969, -3.656], [2.625, -1.315, -2.975], [1.263, -1.676, -3.502], [0.833, -0.304, -3.762], [1.498, -2.045, -4.513], [-2.588, -4.833, -1.343], [-1.886, -4.305, -0.131], [-1.591, -2.953, 0.002], [-0.937, -2.483, 1.128], [-0.552, -3.373, 2.110], [-0.849, -4.718, 2.006], [-1.521, -5.178, 0.891], [0.455, -2.832, 3.484], [0.582, -1.404, 3.446], [0.013, -3.447, 4.701], [1.971, -3.494, 3.188], [2.534, -3.328, 1.862], [2.833, -1.852, 1.599], [2.250, -1.342, 0.318], [2.568, -0.186, -0.087], [1.419, -1.989, -0.370], [-3.004, -4.024, -1.936], [-3.388, -5.513, -1.055], [-1.884, -5.389, -1.962], [-1.878, -2.257, -0.779], [-0.724, -1.435, 1.265], [-0.564, -5.379, 2.811], [-1.767, -6.227, 0.803], [1.976, -4.447, 3.517], [1.843, -3.689, 1.086], [3.447, -3.923, 1.805], [3.898, -1.623, 1.610], [2.360, -1.256, 2.388]],
  "forces_ev_per_a": [[-1.25, 0.24, -0.69], [-0.35, 0.23, 0.12], [-0.09, 0.26, 0.11], [-0.10, 0.43, 0.15], [0.00, -0.18, -0.49], [-0.09, -0.14, -0.13], [0.03, 0.09, 0.14], [0.00, 0.01, 0.07], [0.02, 0.01, -0.08], [-0.04, -0.08, 0.10], [0.23, -0.37, 0.11], [0.03, 0.00, -0.06], [-0.06, -0.02, 0.06], [0.02, 0.00, -0.03], [-0.10, 0.10, -0.09], [0.15, -0.08, 0.06], [0.03, 0.05, -0.03], [-0.01, -0.05, 0.08], [0.00, 0.03, 0.11], [0.06, 0.08, 0.01], [0.03, 0.13, 0.00], [-0.10, 0.06, 0.04], [-0.10, 0.02, 0.05], [-0.09, 0.12, -0.04], [0.04, 0.03, -0.06], [-0.02, -0.02, -0.02], [1.28, -0.31, -0.80], [-0.43, 0.05, -0.34], [0.05, 0.07, -0.86], [-0.13, -0.10, 0.47], [0.05, 0.00, -0.01], [-0.02, 0.18, 0.05], [-0.14, -0.03, 0.08], [-0.03, 0.11, 0.16], [0.34, 0.35, 0.42], [-0.03, -0.23, 0.02], [0.10, 0.02, 0.14], [0.18, -0.39, 0.32], [-0.18, 0.03, -0.38], [-0.04, -0.27, -0.21], [-0.76, 0.25, 0.46], [0.01, 0.23, -0.57], [-0.03, -0.12, -0.10], [0.37, -0.35, 0.86], [1.07, 0.68, 0.88], [-0.10, -0.72, 0.14], [-0.05, 0.02, -0.09], [-0.06, -0.03, -0.04], [-0.01, -0.04, -0.11], [-0.01, -0.06, 0.02], [0.05, 0.13, -0.13], [0.00, -0.21, 0.05], [-0.02, -0.11, 0.02], [-0.05, -0.16, 0.12], [0.19, -0.05, 0.10], [-0.10, 0.01, 0.08], [-0.02, 0.04, -0.03], [0.27, 0.06, -0.21]],
  "mulliken_charge": [0.06, -0.42, 1.12, -0.28, 0.56, -0.07, -0.65, -0.45, -0.69, -0.58, 0.66, -0.56, -0.67, -0.43, -0.61, -0.30, 0.19, 0.44, 0.38, 0.40, 0.37, 0.39, 0.40, 0.39, 0.40, 0.28, -0.28, -0.24, -0.15, 0.26, -1.59, 0.75, -0.46, 0.02, -0.18, -0.69, -0.65, 1.27, -0.62, -0.72, -0.46, -0.64, -0.72, 1.22, -0.51, -0.53, 0.35, 0.42, 0.31, 0.15, 0.58, 0.43, 0.42, 0.33, 0.33, 0.46, 0.47, 0.35]
}

{
  "formula": "C18H16N4O4S",
  "method": "ωB97M-V/def2-TZVPD",
  "orbital_gap_ev": 7.635,
  "homo_ev": -8.33,
  "smiles": "Cc1ccc2[nH]c(=O)c(CN(C)S(=O)(=O)c3cccc4nonc34)cc2c1",
  "charge": 0,
  "multiplicity": 1,
  "e_lumo_ha": -0.026,
  "relative_energy_kcal_mol": 51.8,
  "symbols": ["C", "C", "C", "C", "C", "C", "C", "H", "H", "N", "C", "O", "C", "C", "H", "C", "N", "S", "O", "O", "C", "C", "C", "C", "C", "N", "O", "N", "C", "H", "H", "H", "C", "H", "H", "H", "H", "H", "H", "H", "H", "H", "H"],
  "xyz": [[-6.306, -0.644, -0.098], [-4.939, -0.040, 0.004], [-3.858, -0.773, 0.446], [-2.581, -0.206, 0.531], [-2.403, 1.139, 0.161], [-3.497, 1.881, -0.287], [-4.740, 1.296, -0.362], [-5.582, 1.875, -0.711], [-3.359, 2.913, -0.574], [-1.159, 1.696, 0.271], [-0.023, 1.038, 0.663], [1.039, 1.637, 0.762], [-0.204, -0.375, 0.988], [-1.429, -0.942, 0.943], [-1.561, -1.983, 1.208], [1.062, -1.138, 1.252], [1.557, -1.821, 0.067], [1.778, -0.847, -1.280], [2.355, -1.669, -2.301], [0.586, -0.123, -1.641], [3.029, 0.324, -0.769], [3.000, 1.596, -1.252], [4.002, 2.548, -0.935], [5.062, 2.241, -0.136], [5.129, 0.927, 0.370], [6.003, 0.326, 1.154], [5.565, -0.916, 1.315], [4.430, -1.168, 0.668], [4.105, -0.048, 0.052], [5.830, 2.953, 0.119], [3.906, 3.543, -1.341], [2.170, 1.878, -1.880], [0.923, -3.077, -0.265], [1.427, -3.461, -1.148], [1.059, -3.772, 0.564], [-0.144, -2.963, -0.486], [1.834, -0.431, 1.565], [0.925, -1.889, 2.033], [-1.036, 2.661, -0.010], [-3.984, -1.808, 0.730], [-7.028, -0.051, 0.461], [-6.630, -0.667, -1.138], [-6.314, -1.659, 0.288]],
  "forces_ev_per_a": [[-0.01, 0.04, -0.04], [0.02, -0.09, 0.05], [0.01, 0.27, -0.08], [-0.18, 0.44, -0.21], [-0.53, -0.57, 0.09], [0.02, 0.00, 0.00], [0.20, -0.08, 0.06], [-0.08, 0.09, -0.04], [0.01, 0.12, -0.03], [0.19, 0.37, -0.15], [-0.28, 0.36, 0.27], [0.00, 0.07, 0.11], [-0.36, -0.38, 0.30], [0.51, 0.24, 0.18], [0.03, -0.12, 0.04], [-0.04, 0.47, 0.29], [0.51, 0.78, -0.77], [0.29, -0.19, -0.24], [0.14, -0.24, 0.08], [0.19, 0.10, 0.10], [-0.79, -0.15, -0.43], [-0.38, -0.76, -0.01], [0.62, 0.11, 0.28], [-0.13, 0.45, -0.23], [-0.59, -1.48, 0.15], [0.33, 1.06, -0.16], [0.20, -0.12, 0.17], [-0.91, -0.21, -0.53], [1.50, 0.21, 0.87], [0.04, 0.15, -0.02], [0.02, 0.08, -0.02], [-0.11, 0.10, -0.03], [-0.10, -0.29, -0.39], [-0.11, -0.23, 0.04], [0.02, 0.04, 0.01], [0.00, -0.08, 0.03], [-0.13, -0.13, 0.19], [0.06, 0.04, -0.09], [0.08, -0.17, 0.12], [-0.03, -0.13, 0.03], [-0.10, -0.02, 0.03], [-0.09, -0.05, -0.04], [-0.06, -0.07, 0.02]],
  "mulliken_charge": [-1.48, 0.64, -0.81, 1.00, 0.07, -0.75, -0.79, 0.42, 0.39, 0.07, 0.21, -0.70, 0.70, -0.49, 0.53, -1.67, 0.14, 1.38, -0.77, -0.60, -0.19, -0.19, -0.76, -0.71, 0.84, -0.56, -0.07, -0.48, 0.69, 0.44, 0.40, 0.48, -1.03, 0.39, 0.34, 0.36, 0.23, 0.73, 0.22, 0.36, 0.35, 0.33, 0.35]
}

{
  "formula": "C4H3CuO",
  "method": "ωB97M-V/def2-TZVPD",
  "orbital_gap_ev": [8.492, 7.945],
  "homo_ev": [-13.73, -14.83],
  "charge": 1,
  "multiplicity": 2,
  "e_lumo_ha": [-0.193, -0.253],
  "relative_energy_kcal_mol": 0.0,
  "symbols": ["C", "C", "C", "C", "O", "Cu", "H", "H", "H"],
  "xyz": [[0.553, -1.425, 1.681], [0.343, -0.448, 0.810], [-0.210, 0.388, 0.023], [-0.655, 1.321, -0.828], [-0.604, 1.258, -2.137], [0.325, 0.325, -3.233], [0.696, -2.455, 1.347], [0.623, -1.217, 2.752], [-1.071, 2.252, -0.416]],
  "forces_ev_per_a": [[0.54, -0.56, 0.63], [-2.20, 1.82, -1.89], [2.44, -3.08, 2.45], [-0.65, 1.96, -3.32], [-1.59, 1.57, 4.59], [1.56, -1.68, -2.00], [0.01, 0.32, 0.07], [-0.03, -0.04, -0.30], [-0.06, -0.30, -0.22]],
  "mulliken_charge": [-0.61, 0.62, 0.11, -0.27, -0.72, 1.00, 0.27, 0.28, 0.32]
}